Record 1
A molecular structure, C29H33BrGeN6S4SbTc. Source: OMol25; level of theory: the ωB97M-V functional and the def2-TZVPD basis.

Each line ends with the Löwdin spin population.
Element x y z (Å)
Tc  1.23  -0.72  0.53  1.26
S  5.88  -1.52  2.89  0.01
Sb  3.99  -0.33  2.48  0.01
S  2.04  -1.65  2.81  0.03
S  3.53  -0.11  0.12  -0.01
S  3.75  1.73  3.48  0.00
C  4.53  -4.98  0.14  0.00
C  3.12  -4.56  -0.18  0.00
C  2.16  -5.41  -0.69  0.00
C  0.90  -4.92  -0.97  0.00
C  0.64  -3.58  -0.71  0.00
Br  -1.11  -2.97  -1.14  -0.01
N  1.52  -2.74  -0.18  0.00
C  2.74  -3.24  0.05  0.00
H  4.70  -6.03  -0.12  0.00
H  4.74  -4.84  1.20  0.00
H  5.25  -4.37  -0.41  0.00
H  2.39  -6.46  -0.87  0.00
H  0.12  -5.54  -1.38  0.00
H  3.45  -2.54  0.46  0.00
C  -2.30  -2.43  3.27  0.00
N  -1.70  -1.15  3.63  0.00
C  -1.09  -1.19  4.97  0.00
C  -0.96  -0.55  2.63  0.01
N  -0.71  -1.06  1.49  0.00
N  -0.58  0.74  2.97  0.01
C  0.43  1.52  2.42  0.02
N  0.65  2.69  3.08  0.01
N  1.06  1.18  1.37  0.00
H  -2.97  -2.72  4.07  0.00
H  -1.54  -3.21  3.14  0.00
H  -2.88  -2.33  2.36  0.00
H  -1.85  -1.51  5.68  0.00
H  -0.73  -0.21  5.28  0.00
H  -0.24  -1.87  5.00  0.00
H  -1.02  -2.02  1.45  0.00
H  -1.04  1.11  3.77  0.00
H  0.43  2.65  4.06  0.00
H  1.63  2.96  2.97  0.00
H  1.81  1.82  1.13  0.00
C  0.76  -0.14  -1.26  -0.29
Ge  -0.54  1.20  -1.71  -0.03
C  -0.86  1.20  -3.65  0.00
C  0.26  1.08  -4.49  0.00
C  0.11  1.06  -5.87  0.00
C  -1.15  1.17  -6.44  0.00
C  -2.27  1.31  -5.63  0.00
C  -2.12  1.32  -4.24  0.00
C  -2.23  0.95  -0.77  0.00
C  -3.23  0.08  -1.24  0.00
C  -4.39  -0.14  -0.50  0.00
C  -4.57  0.49  0.72  0.00
C  -3.59  1.35  1.20  0.00
C  -2.43  1.58  0.46  0.00
C  0.11  2.98  -1.26  -0.01
C  1.47  3.20  -1.03  0.00
C  1.95  4.48  -0.74  0.00
C  1.08  5.55  -0.68  0.00
C  -0.28  5.35  -0.91  0.00
C  -0.76  4.08  -1.20  0.00
H  1.22  -0.61  -2.14  -0.01
H  1.25  0.99  -4.06  0.00
H  0.99  0.97  -6.50  0.00
H  -1.27  1.15  -7.52  0.00
H  -3.25  1.40  -6.07  0.00
H  -3.00  1.44  -3.62  0.00
H  -3.09  -0.44  -2.18  0.00
H  -5.15  -0.82  -0.88  0.00
H  -5.47  0.32  1.29  0.00
H  -3.72  1.85  2.15  0.00
H  -1.68  2.26  0.84  0.00
H  2.17  2.36  -1.07  0.00
H  3.01  4.63  -0.56  0.00
H  1.45  6.54  -0.46  0.00
H  -0.97  6.19  -0.86  0.00
H  -1.83  3.93  -1.37  0.00

Calculated values
expectation value of S²: 0.962
total energy: -8018.32288 Ha
E_HOMO (spin up / spin down): -4.158 / -3.975 eV
multiplicity: 2
total charge: -1



Record 2
A molecular structure, C10H18HgN5. Source: OMol25; level of theory: the ωB97M-V functional and the def2-TZVPD basis.

Each line ends with the Löwdin spin population.
Element x y z (Å)
Hg  -2.93  -0.25  -0.75  0.65
N  -2.80  1.99  4.44  0.00
C  -2.45  0.93  3.70  0.01
C  -2.46  0.97  2.28  0.02
N  -2.14  -0.12  1.60  0.21
C  -1.78  -1.24  2.22  0.02
C  -1.73  -1.24  3.61  0.01
N  -2.07  -0.18  4.33  0.00
H  -3.11  2.85  4.03  0.00
H  -2.82  1.90  5.44  0.00
H  -2.73  1.87  1.74  0.01
H  -1.55  -2.12  1.63  0.00
H  -1.41  -2.12  4.15  0.00
C  1.67  0.91  -2.95  0.00
C  0.26  0.90  -2.32  0.01
N  0.17  -0.15  -1.29  0.04
C  1.15  0.11  -0.23  0.00
C  2.59  0.11  -0.81  0.00
N  2.48  -0.16  -2.28  0.00
C  1.85  -1.50  -2.51  0.00
C  0.43  -1.46  -1.89  0.01
H  2.19  1.86  -2.80  0.00
H  1.65  0.71  -4.02  0.00
H  -0.49  0.71  -3.08  0.01
H  0.04  1.86  -1.86  0.00
H  1.05  -0.65  0.54  0.00
H  0.92  1.08  0.23  0.00
H  3.21  -0.66  -0.37  0.00
H  3.08  1.07  -0.68  0.00
H  3.42  -0.17  -2.69  0.00
H  2.48  -2.26  -2.05  0.00
H  1.82  -1.68  -3.59  0.00
H  0.34  -2.22  -1.12  0.00
H  -0.33  -1.66  -2.65  0.00

Calculated values
expectation value of S²: 0.756
total energy: -818.44361 Ha
E_HOMO (spin up / spin down): -14.543 / -14.554 eV
multiplicity: 2
total charge: +2